C16H15F3N2O4 | wB97M-V/def2-TZVPD

Geometry as XYZ:
```
40
Properties=species:S:1:pos:R:3:mulliken_charge:R:1
C -0.472 3.417 -0.177 -0.40
O -0.845 3.440 1.222 -0.48
C -0.374 2.353 1.964 -0.84
O -0.957 2.162 3.014 -0.26
C 0.746 1.456 1.565 0.20
C 2.059 1.890 1.516 1.13
C 2.508 3.288 1.897 -1.44
N 3.091 1.014 1.297 -0.73
C 2.913 -0.354 1.245 0.69
C 4.201 -1.138 1.296 -1.39
C 1.649 -0.900 1.266 -1.38
N 1.405 -2.303 1.200 1.17
O 2.077 -2.948 0.418 -0.64
O 0.546 -2.741 1.913 -0.69
C 0.449 0.010 1.419 1.19
C -0.602 -0.282 0.365 0.43
C -1.879 -0.532 0.915 -0.61
C -2.953 -0.924 0.126 -0.84
C -2.799 -1.062 -1.260 -0.70
C -1.543 -0.768 -1.815 -0.97
C -0.446 -0.299 -1.065 0.65
C 0.827 0.087 -1.866 0.88
F 0.586 0.248 -3.170 -0.33
F 1.741 -0.908 -1.881 -0.25
F 1.387 1.276 -1.506 -0.20
H -0.901 2.588 -0.691 0.21
H 0.606 3.356 -0.329 0.20
H -0.762 4.341 -0.684 0.35
H -1.650 2.820 3.005 0.45
H 3.225 3.183 2.702 0.37
H 2.972 3.785 1.016 0.28
H 1.680 3.898 2.222 0.40
H 4.752 -1.081 0.343 0.27
H 4.083 -2.232 1.452 0.37
H 4.875 -0.737 2.072 0.36
H 0.064 -0.295 2.389 0.86
H -2.067 -0.448 1.964 0.44
H -3.941 -1.110 0.541 0.38
H -3.628 -1.388 -1.856 0.45
H -1.453 -0.993 -2.878 0.42
```

Orbital gap   6.641 eV
Energy above the lowest of the compared OMol25 structures with the same formula, charge and spin   679.99 kJ/mol
HOMO   -7.143 eV